# 1
A molecular structure, C10H13ClO2PbS, computed with the ωB97M-V functional and the def2-TZVPD basis.

Results
- Energy above the lowest of the compared OMol25 structures with the same formula, charge and spin: 260.6 kJ/mol
- E_LUMO (spin up / spin down): -10.91 / -10.97 eV
- Frontier orbital gap (spin up / spin down): 5.250 / 5.123 eV
- Charge: +2
- Highest occupied orbital energy (spin up / spin down): -0.5938 / -0.5912 Ha
- Strongest force on any atom: 0.219 hartree/bohr
- DFT total energy: -43256.2869 eV

Geometry as XYZ:
```
28
Properties=species:S:1:pos:R:3:forces:R:3
Cl -2.032 -1.746 0.089 0.95 -0.41 0.45
C 1.646 -2.143 -1.593 0.32 -0.10 0.08
C 2.421 -0.919 -1.455 0.51 0.01 -0.10
C 1.578 0.186 -1.787 0.96 0.25 0.71
H 3.475 -0.859 -1.095 -0.99 -0.07 -0.61
C 0.254 -0.333 -2.146 -0.12 -0.14 0.35
C 0.327 -1.783 -2.009 0.14 -0.60 -0.09
H -0.543 -2.450 -2.133 0.75 0.42 -0.04
H 2.000 -3.171 -1.354 -0.28 0.95 -0.45
H 1.844 1.267 -1.771 -0.18 -1.05 -0.16
C -0.938 0.456 -2.548 0.22 -0.30 0.35
Pb 0.489 -0.827 0.250 -4.39 1.63 -5.80
C 2.218 0.010 1.396 5.96 3.07 4.78
C 0.532 -2.195 1.788 -0.96 -7.50 8.35
O 3.042 0.447 2.086 -3.92 -2.03 -3.52
O 0.356 -2.944 2.665 0.90 4.05 -4.86
H -0.956 1.429 -2.041 0.09 -0.09 -0.27
H -1.845 -0.104 -2.296 0.09 0.10 -0.24
H -0.893 0.618 -3.632 -0.14 0.08 0.05
C -2.476 2.141 1.213 -1.33 0.55 0.16
S -1.082 1.152 0.989 2.11 0.20 0.20
C -0.396 1.171 2.654 0.16 0.56 -0.13
H -2.962 2.268 0.259 -0.29 0.09 -0.21
H -2.075 3.081 1.565 -0.24 0.40 0.09
H -3.118 1.662 1.936 -0.42 0.09 0.08
H 0.430 1.880 2.660 -0.03 -0.04 0.45
H -1.201 1.517 3.295 0.12 0.00 0.28
H -0.095 0.189 3.013 0.01 -0.13 0.09
```
Positions in Å, forces in eV/Å.

***

# 2
A molecular structure, C10H13ClO3PbS, computed with the ωB97M-V functional and the def2-TZVPD basis.

Results
- Energy above the lowest of the compared OMol25 structures with the same formula, charge and spin: 309.7 kJ/mol
- E_LUMO (spin up / spin down): -10.38 / -10.43 eV
- Frontier orbital gap (spin up / spin down): 5.621 / 5.621 eV
- Charge: +2
- Highest occupied orbital energy (spin up / spin down): -0.5881 / -0.5900 Ha
- Strongest force on any atom: 0.161 hartree/bohr
- DFT total energy: -45305.0782 eV

Geometry as XYZ:
```
29
Properties=species:S:1:pos:R:3:forces:R:3
Cl -1.774 -2.255 0.121 0.37 1.42 -0.28
C 1.557 -0.666 1.877 0.29 0.32 -0.50
C 2.297 0.160 0.914 0.05 -0.56 0.59
C 2.394 -0.577 -0.344 -0.35 0.64 0.50
H 2.701 1.178 1.114 -0.43 -1.14 -0.20
C 1.731 -1.856 -0.147 -0.71 -0.53 -0.69
C 1.197 -1.927 1.214 0.46 0.74 0.10
H 0.543 -2.736 1.602 0.81 0.70 -0.25
H 1.282 -0.389 2.916 0.44 -0.25 -0.87
H 2.875 -0.230 -1.297 -0.45 -0.46 1.20
C 1.502 -2.920 -1.218 0.26 0.49 0.64
Pb -0.063 -0.242 0.059 3.01 -2.03 1.29
C -0.922 -0.110 -1.985 -2.80 0.77 -6.13
O -1.412 -0.044 -3.017 1.72 -0.43 3.56
C -1.730 0.696 1.141 -6.74 3.23 3.53
O -2.704 1.101 1.623 4.77 -2.06 -2.24
H 1.415 -2.463 -2.220 0.17 -0.29 0.38
H 0.589 -3.496 -0.988 0.51 0.12 -0.14
H 2.387 -3.573 -1.188 -0.36 -0.06 -0.27
C -1.478 3.459 -0.806 0.02 0.54 -0.32
S 0.176 3.023 -1.264 0.32 -0.12 -0.81
C 1.122 4.379 -0.689 -0.18 0.78 -0.56
O 0.658 2.111 -0.129 -1.04 -2.91 0.70
H -1.696 4.396 -1.347 -0.28 -0.35 0.30
H -1.441 3.598 0.264 -0.26 0.32 0.34
H -2.198 2.675 -1.079 0.29 0.26 -0.14
H 0.861 4.444 0.359 0.04 0.40 0.21
H 2.178 4.120 -0.806 -0.26 0.10 -0.16
H 0.827 5.241 -1.286 0.32 0.33 0.21
```
Positions in Å, forces in eV/Å.

***

# 3
C10H13FO in the gas phase, computed with the ωB97M-V functional and the def2-TZVPD basis.

Results
- Energy above the lowest of the compared OMol25 structures with the same formula, charge and spin: 0.0 kJ/mol
- E_LUMO: 0.84 eV
- SMILES: CC1(C)[C@H]2C[C@@H]3[C@H](C2)[C@@]31C(=O)F
- Frontier orbital gap: 10.886 eV
- Highest occupied orbital energy: -0.3693 Ha
- Strongest force on any atom: 0.108 hartree/bohr
- DFT total energy: -15344.2062 eV

Geometry as XYZ:
```
25
Properties=species:S:1:pos:R:3:forces:R:3
C 0.323 1.646 1.867 0.05 -1.96 -1.81
C 0.827 -1.767 -0.162 0.67 0.86 0.13
C 0.952 0.043 -1.627 1.77 -2.92 1.85
C -0.066 -0.929 -1.055 2.08 2.62 2.14
C 1.457 -0.595 0.684 -0.38 -0.06 -0.49
C 1.497 0.554 -0.352 1.04 -0.17 1.57
C 0.447 0.534 0.692 -1.58 1.04 1.43
C -0.781 -0.015 -0.064 -1.57 1.40 0.90
C -1.674 -0.895 0.856 0.68 1.74 -3.10
C -1.506 1.269 -0.699 1.35 -4.69 -2.61
O -0.630 2.142 2.378 1.12 -0.59 -0.65
F 1.599 1.968 2.236 -0.56 0.12 0.11
H 0.289 -2.516 0.379 0.05 -0.57 0.38
H 1.558 -2.157 -0.868 0.36 -0.67 0.58
H 1.814 -0.412 -2.095 -0.05 -0.44 -0.81
H 0.558 0.755 -2.190 -1.68 3.12 -2.67
H -0.676 -1.372 -1.724 -1.99 -1.77 -2.11
H 2.085 -0.673 1.584 0.05 -0.17 -1.00
H 2.318 1.213 -0.390 0.69 0.83 0.35
H -2.268 -0.286 1.440 -1.94 1.06 0.93
H -1.037 -1.333 1.504 1.98 -1.89 2.18
H -2.131 -1.631 0.230 -0.95 -0.43 -0.02
H -0.763 1.994 -0.729 0.79 1.77 -0.29
H -2.327 1.479 -0.150 -2.46 1.16 1.87
H -1.864 0.984 -1.745 0.48 0.61 1.15
```
Positions in Å, forces in eV/Å.